A molecular structure, C14H29N2O7P2Ta in a non-equilibrium geometry. Source: OMol25; level of theory: ωB97M-V/def2-TZVPD.

Summary:
Total energy, eV: -52427.9323
Net charge: +2
Energy above the lowest of the compared OMol25 structures with the same formula, charge and spin, kJ/mol: 0.0
Kohn-Sham gap, eV: 8.50

Last column: Löwdin charge in e.
Element x y z (Å)
Ta (-0.532, 0.232, -0.013)  1.89
C (0.017, 0.791, 2.333)  -0.27
C (-0.099, 2.034, 1.667)  -0.26
C (0.889, 2.078, 0.639)  -0.29
C (1.694, 0.910, 0.752)  -0.29
C (1.125, 0.087, 1.768)  -0.28
C (1.705, -1.176, 2.325)  0.00
C (3.040, 0.712, 0.128)  0.00
C (1.119, 3.251, -0.268)  0.00
C (-1.043, 3.125, 2.026)  0.01
C (-0.804, 0.358, 3.498)  0.01
H (2.282, -0.940, 3.222)  0.12
H (2.382, -1.670, 1.630)  0.08
H (0.932, -1.880, 2.635)  0.09
H (3.796, 1.080, 0.827)  0.12
H (3.177, 1.294, -0.784)  0.09
H (3.282, -0.330, -0.066)  0.08
H (1.585, 4.064, 0.294)  0.12
H (0.184, 3.642, -0.671)  0.09
H (1.790, 3.022, -1.096)  0.08
H (-0.568, 3.750, 2.787)  0.12
H (-1.969, 2.737, 2.445)  0.10
H (-1.284, 3.759, 1.176)  0.09
H (-0.427, 0.845, 4.400)  0.12
H (-0.759, -0.717, 3.655)  0.09
H (-1.850, 0.635, 3.381)  0.09
O (-3.854, 1.518, -1.911)  0.02
P (-2.991, 0.721, -0.924)  0.30
O (-2.060, 1.600, -0.054)  -0.31
O (-1.918, -0.163, -1.573)  -0.34
O (-3.931, -0.145, -0.018)  -0.18
P (-3.278, -1.295, 1.011)  0.32
O (-3.141, -2.549, 0.054)  -0.08
O (-4.062, -1.422, 2.216)  -0.17
O (-1.805, -0.802, 1.129)  -0.41
H (-4.818, 1.553, -1.813)  0.15
H (-3.841, -3.209, 0.170)  0.12
N (0.682, 0.409, -1.917)  -0.04
C (0.465, -0.409, -3.176)  -0.17
C (1.447, -1.562, -3.280)  -0.17
C (1.172, -2.774, -2.396)  -0.17
C (1.269, -2.556, -0.895)  -0.18
N (0.034, -1.944, -0.295)  -0.04
H (0.529, 1.386, -2.179)  0.11
H (1.681, 0.371, -1.724)  0.07
H (0.603, 0.262, -4.023)  0.13
H (-0.565, -0.754, -3.191)  0.10
H (2.468, -1.200, -3.108)  0.13
H (1.429, -1.889, -4.321)  0.13
H (1.907, -3.542, -2.644)  0.13
H (0.199, -3.210, -2.646)  0.13
H (2.122, -1.924, -0.653)  0.09
H (1.427, -3.514, -0.401)  0.14
H (-0.060, -2.307, 0.652)  0.09
H (-0.775, -2.345, -0.779)  0.10